<a>
Entry from the OMol25 dataset: a 2-piece molecular cluster, C2H3IO2 overall (ωB97M-V with the def2-TZVPD basis set).

Computed properties:
SMILES: O1[C@H]2O[C@@H]12.I
orbital gap (alpha / beta): 8.395 / 8.397 eV
spin multiplicity: 1

CARTESIAN COORDINATES (ANGSTROEM)
C  1.1122  0.4903  1.6186
C  -0.4953  0.9644  0.8057
O  0.7800  1.0322  0.3845
O  -0.2539  0.3761  1.9428
I  -1.4395  -1.7849  -3.0105
H  1.7902  -0.3122  1.4999
H  -0.0809  -2.0469  -3.8324
H  -1.4127  1.2810  0.5914

=====

<b>
Entry from the OMol25 dataset: a 2-piece molecular cluster, C2H3IO2 overall (ωB97M-V with the def2-TZVPD basis set).

Computed properties:
SMILES: O=CI.C=O
orbital gap: 9.909 eV
spin multiplicity: 1

CARTESIAN COORDINATES (ANGSTROEM)
C  2.1545  1.6566  2.4091
C  -0.2810  -1.0776  -0.6307
O  1.7430  2.2703  3.3136
O  0.7877  -0.4963  -0.4310
I  4.1929  1.1461  2.0671
H  1.6182  1.1334  1.5699
H  -0.8422  -1.6800  0.1206
H  -0.6180  -1.4055  -1.6923

=====

Most stable of them? <b>.

=====

<a>
Entry from the OMol25 dataset: C8H13N as an isolated structure (ωB97M-V with the def2-TZVPD basis set).

Computed properties:
orbital gap (alpha / beta): 7.698 / 7.703 eV
spin multiplicity: 1

CARTESIAN COORDINATES (ANGSTROEM)
C  1.5870  -1.4053  -0.3059
C  0.8706  -0.1099  0.0118
C  0.8562  1.0462  2.4194
C  1.2185  0.9982  -0.7045
N  1.4577  0.2575  1.7670
H  2.6523  -1.2295  -0.4481
H  1.1892  -1.8410  -1.2233
H  1.4673  -2.1110  0.5167
H  -0.6710  1.1077  1.7840
H  0.8694  1.6292  3.3204
H  2.0315  0.9716  -1.4146
H  0.8149  1.9731  -0.4744
C  -0.7285  -0.4345  0.2773
C  -1.3859  -0.7973  -1.0273
C  -1.4520  0.6648  0.9789
C  -1.3551  -0.0590  -2.1257
H  -0.7007  -1.3108  0.9286
H  -1.9024  -1.7504  -1.0354
H  -2.2959  0.3120  1.5656
H  -0.9288  0.9335  -2.1331
H  -1.8868  -0.3537  -3.0185
H  -1.7075  1.5085  0.3409

=====

<b>
Entry from the OMol25 dataset: C8H13N in the gas phase (ωB97M-V with the def2-TZVPD basis set).

Computed properties:
SMILES: C[C@@H]1C[C@]12NC[C@@H]1C[C@H]12
orbital gap: 8.903 eV
spin multiplicity: 1

CARTESIAN COORDINATES (ANGSTROEM)
C  2.5226  0.9739  0.0600
C  1.0438  1.3312  0.1660
C  0.2958  1.2084  1.3551
C  0.0881  0.1940  0.2271
C  -0.5766  -1.9368  -0.3385
C  -1.7643  -1.0101  -0.2314
C  -2.5384  0.0899  -0.8833
C  -1.1592  0.2576  -0.7721
H  2.9238  0.9944  -0.9518
H  3.1582  1.6991  0.5843
H  3.0486  -0.0251  0.4370
H  1.0045  2.0727  -0.8556
H  -0.5902  1.7740  1.8122
H  0.7457  0.8265  2.1987
H  1.1906  -1.6810  0.8783
H  -0.6058  -2.7786  0.3970
H  -0.3756  -2.4462  -1.3452
H  -1.9884  -0.9958  0.8573
H  -3.2373  0.0675  -1.8601
H  -3.1478  0.5502  -0.0717
H  -0.6190  -0.0259  -1.7494
N  0.5811  -1.1400  0.0862

=====

<c>
Entry from the OMol25 dataset: C8H13N in the gas phase (ωB97M-V with the def2-TZVPD basis set).

Computed properties:
SMILES: C[C@@]12CC[C@H]3C[C@@H]1[C@@H]2N3
orbital gap: 9.810 eV
spin multiplicity: 1

CARTESIAN COORDINATES (ANGSTROEM)
C  -2.4608  -0.0348  -0.1872
C  -0.9658  -0.0165  -0.0369
C  -0.3413  1.4371  0.0394
C  1.1987  1.4930  -0.2635
C  1.6846  -0.0689  -0.1845
C  1.1975  -0.5680  1.0729
C  -0.2461  -1.0505  0.8898
C  -0.1691  -1.1964  -0.5964
H  -3.0312  -1.0143  -0.8827
H  -3.0994  0.2930  0.7205
H  -2.8238  0.8070  -0.8759
H  -0.9290  2.2861  -0.5105
H  -0.3922  1.6486  1.2589
H  1.3750  1.5792  -1.4697
H  1.7648  2.1049  0.4152
H  2.6869  -0.0651  -0.3153
H  1.8321  -1.6024  1.1175
H  1.5711  0.0677  1.8857
H  -0.9273  -1.6201  1.5781
H  -0.8114  -1.8645  -1.3190
H  1.7107  -1.7848  -1.1308
N  1.1759  -0.8303  -1.2057

=====

Most stable of them? <c>.

=====

<a>
Entry from the OMol25 dataset: C4H7N3S in the gas phase (ωB97M-V with the def2-TZVPD basis set).

Computed properties:
SMILES: [H]/N=c1\ccn(S)n1C
orbital gap: 8.623 eV
spin multiplicity: 1

CARTESIAN COORDINATES (ANGSTROEM)
C  1.3409  -1.4182  0.7139
C  -1.1386  1.0171  0.2390
C  -0.0512  1.8751  0.3045
C  1.1557  1.0716  0.1868
H  0.7751  -1.6813  1.7313
H  1.2988  -2.3499  0.1356
H  2.4127  -1.0789  0.9681
H  -0.9583  -0.9917  -2.1247
H  -2.1825  1.2722  0.3989
H  -0.0756  2.9043  0.6174
H  2.6059  2.1673  0.5133
N  0.6265  -0.2764  0.0485
N  -0.7886  -0.2834  0.1188
N  2.4543  1.2080  0.3122
S  -1.7352  -1.2533  -0.8914

=====

<b>
Entry from the OMol25 dataset: C4H7N3S as an isolated structure (ωB97M-V with the def2-TZVPD basis set).

Computed properties:
orbital gap: 8.122 eV
spin multiplicity: 1

CARTESIAN COORDINATES (ANGSTROEM)
C  0.8752  -1.1866  -1.6774
C  1.2079  0.8441  -0.8803
C  -0.7690  0.0526  0.9767
C  -1.9452  1.0635  1.4447
H  0.5084  -2.7133  -0.5038
H  1.1679  -2.0349  -2.7855
H  1.6040  1.9029  -0.9752
H  0.7453  1.5258  0.9462
H  -0.3497  -0.6039  1.7829
H  -1.1150  -0.6902  0.0653
H  -1.6954  2.1065  1.0832
N  0.6516  -1.6276  -0.5137
N  1.3567  0.1713  -1.9523
N  0.5281  0.6855  0.3014
S  -2.7708  0.5043  2.6877

=====

Most stable of them? <a>.

=====

<a>
Entry from the OMol25 dataset: an isolated ion of composition C8H13N2S and charge +1 (ωB97M-V with the def2-TZVPD basis set).

Computed properties:
charge: +1
orbital gap: 8.769 eV
spin multiplicity: 1

CARTESIAN COORDINATES (ANGSTROEM)
C  -0.0626  0.2332  -0.2808
C  -0.6233  -0.3334  0.7469
C  1.4648  -1.7788  0.6206
C  -0.3587  1.3874  -1.0615
C  -2.0655  0.0817  1.1951
C  -1.5289  2.0961  -0.3009
C  -2.5840  1.1826  0.2939
C  2.5121  -2.6766  1.1759
N  1.5915  -0.9021  -0.4069
N  2.6561  -0.6525  -1.2182
S  0.0590  -1.7589  1.5698
H  0.5384  2.0679  -0.9432
H  -0.6593  1.1359  -2.1306
H  -2.8607  -0.8195  1.2922
H  -2.0073  0.4755  2.1487
H  -0.9417  2.5754  0.5271
H  -1.8548  3.0711  -1.0005
H  -3.2272  0.8199  -0.5047
H  -3.3101  1.9086  0.8790
H  3.3921  -2.8548  0.5768
H  2.7559  -2.3553  2.2919
H  2.1556  -3.7216  1.4665
H  3.5870  -1.0556  -0.9824
H  2.6526  0.2405  -1.5580

=====

<b>
Entry from the OMol25 dataset: a 2-piece molecular cluster, C8H13N2S overall (ωB97M-V with the def2-TZVPD basis set).

Computed properties:
charge: +1
orbital gap: 7.856 eV
spin multiplicity: 1

CARTESIAN COORDINATES (ANGSTROEM)
C  1.7355  -0.5628  4.6849
C  1.0808  -0.2358  3.5330
C  1.4391  -2.3500  3.4630
C  -0.6253  -0.8235  -0.5682
C  0.5928  0.6495  -2.0246
C  -1.6029  1.3266  -0.9468
C  -1.5733  -0.4218  -2.7715
C  -0.8014  0.1662  -1.5802
N  1.9525  -1.9073  4.6219
N  0.9081  -1.3576  2.7903
S  -0.2907  -1.6405  0.6661
H  2.0452  0.0386  5.5129
H  0.7283  0.7175  3.1974
H  1.4603  -3.3716  3.1410
H  0.4673  1.4328  -2.7672
H  1.1585  -0.1636  -2.4731
H  1.1554  1.0516  -1.1860
H  -1.7771  2.0783  -1.7122
H  -2.5635  0.9770  -0.5800
H  -1.0531  1.7844  -0.1286
H  -2.5310  -0.8277  -2.4550
H  -1.0014  -1.2109  -3.2508
H  -1.7556  0.3649  -3.4984
H  2.4245  -2.4593  5.3207

=====

Most stable of them? <b>.

=====

<a>
Entry from the OMol25 dataset: C2H4Cl2N2 in the gas phase (ωB97M-V with the def2-TZVPD basis set).

Computed properties:
SMILES: [H]/N=C(/CCl)NCl
orbital gap: 10.376 eV
spin multiplicity: 1

CARTESIAN COORDINATES (ANGSTROEM)
C  0.0946  -0.3500  0.1541
C  -1.3134  -0.0669  -0.2187
N  0.3725  -1.2301  0.9935
N  1.1524  0.4184  -0.6074
Cl  -1.7278  1.6269  0.1803
Cl  2.7015  0.5714  0.1334
H  -1.9534  -0.7188  0.3778
H  -1.4954  -0.2097  -1.2837
H  1.3613  -1.3626  1.1904
H  0.8077  1.3213  -0.9196

=====

<b>
Entry from the OMol25 dataset: C2H4Cl2N2 in the gas phase (ωB97M-V with the def2-TZVPD basis set).

Computed properties:
SMILES: N/C(Cl)=C(/N)Cl
orbital gap: 9.201 eV
spin multiplicity: 1

CARTESIAN COORDINATES (ANGSTROEM)
C  0.5748  0.2264  -0.1745
C  -0.7236  -0.0835  0.0628
N  1.4011  -0.5015  -1.2626
N  -1.5443  0.4727  1.0913
Cl  1.3327  1.4744  0.7143
Cl  -1.4806  -1.1763  -1.0723
H  1.9182  0.2210  -1.7460
H  1.9668  -1.2042  -0.8550
H  -2.4770  0.0275  1.3114
H  -0.9682  0.5434  1.9307

=====

Most stable of them? <b>.

=====

<a>
Entry from the OMol25 dataset: CH3BrP2 in the gas phase (ωB97M-V with the def2-TZVPD basis set).

Computed properties:
orbital gap: 8.577 eV
spin multiplicity: 1

CARTESIAN COORDINATES (ANGSTROEM)
C  -1.7616  1.1867  -0.9627
P  0.6654  0.5881  0.8289
P  0.0677  1.1057  -1.0287
Br  -2.8348  -0.1378  0.2260
H  -1.9749  2.2634  -0.8213
H  -1.9389  0.8411  -1.9519
H  2.0112  0.6747  0.2590

=====

<b>
Entry from the OMol25 dataset: a 2-piece molecular cluster, CH3BrP2 overall (ωB97M-V with the def2-TZVPD basis set).

Computed properties:
orbital gap: 7.951 eV
spin multiplicity: 1

CARTESIAN COORDINATES (ANGSTROEM)
C  0.6576  0.3045  0.8421
P  -0.5722  -1.1185  -1.3770
P  -0.9732  -0.3152  0.3986
Br  2.1480  0.2316  -0.4249
H  -0.0888  1.9223  0.5462
H  0.6876  0.4647  1.9117
H  -1.8591  -1.4894  -1.8967

=====

Most stable of them? <a>.

=====

<a>
Entry from the OMol25 dataset: C19H22FN5O2 in the gas phase (ωB97M-V with the def2-TZVPD basis set).

Computed properties:
SMILES: Cc1cnc(CNC(=O)C[C@@H]2C(=O)NCCN2Cc2ccccc2F)cn1
orbital gap: 9.307 eV
spin multiplicity: 1

CARTESIAN COORDINATES (ANGSTROEM)
C  0.4721  -0.0627  6.9700
C  0.4816  -0.5678  5.5647
N  1.2928  -1.5828  5.2791
C  1.3044  -2.0415  4.0409
C  0.4977  -1.4931  3.0447
N  -0.3091  -0.4771  3.3283
C  -0.3211  -0.0184  4.5657
H  -0.9910  0.8089  4.7578
C  0.5009  -2.0107  1.6388
N  -0.3826  -1.2429  0.7996
C  -0.5798  -1.5616  -0.4892
O  -0.0381  -2.5057  -1.0346
C  -1.5193  -0.6065  -1.2094
H  -1.6317  -0.9451  -2.2382
H  -2.4908  -0.6299  -0.7134
C  -0.9670  0.8394  -1.2180
N  -0.9776  1.3723  -2.5749
C  -1.8513  2.5024  -2.7550
H  -2.8836  2.1487  -2.6545
H  -1.7173  2.9054  -3.7596
C  -1.6051  3.5864  -1.6986
N  -1.8516  2.9821  -0.4124
C  -1.6748  1.6733  -0.1550
O  -2.0155  1.1848  0.9084
H  -2.2761  3.5290  0.3223
H  -0.5711  3.9488  -1.7659
H  -2.2788  4.4342  -1.8383
C  0.3533  1.5156  -3.1472
C  1.0102  0.1623  -3.2287
C  2.0592  -0.1980  -2.3963
C  2.6425  -1.4494  -2.4298
C  2.1560  -2.3870  -3.3202
C  1.1074  -2.0600  -4.1629
C  0.5439  -0.7992  -4.1164
H  -0.2814  -0.5449  -4.7644
H  0.7213  -2.7952  -4.8520
H  2.5886  -3.3745  -3.3469
H  3.4516  -1.6761  -1.7537
F  2.5383  0.7113  -1.5056
H  0.2358  1.9165  -4.1582
H  0.9920  2.2061  -2.5728
H  0.0714  0.8095  -0.8586
H  -0.8987  -0.4856  1.2438
H  0.1993  -3.0678  1.6309
H  1.5218  -1.9758  1.2329
H  1.9753  -2.8667  3.8417
H  1.2318  -0.5819  7.5468
H  -0.5024  -0.2369  7.4238
H  0.6669  1.0079  6.9902

=====

<b>
Entry from the OMol25 dataset: C19H22FN5O2 in the gas phase (ωB97M-V with the def2-TZVPD basis set).

Computed properties:
SMILES: O=C(NCC(=O)N1CCC2(CC1)NCCc1[nH]cnc12)c1ccccc1F
orbital gap: 9.229 eV
spin multiplicity: 1

CARTESIAN COORDINATES (ANGSTROEM)
O  -4.3445  -1.5127  1.5062
C  -4.4325  -0.7233  0.5889
N  -3.3777  -0.3526  -0.1689
H  -3.4235  0.4348  -0.8083
C  -2.0307  -0.7297  0.1721
C  -1.0892  0.3069  -0.4352
O  -1.5405  1.2191  -1.1126
N  0.2204  0.1504  -0.1972
C  1.1680  1.0487  -0.8366
H  0.6429  1.5450  -1.6553
C  2.3571  0.2479  -1.3429
H  2.9959  0.8887  -1.9516
H  2.0024  -0.5788  -1.9619
C  3.1623  -0.3171  -0.1582
C  4.1913  0.6784  0.2913
C  5.5242  0.3941  0.4020
N  6.1159  1.5496  0.8389
C  5.1193  2.4638  0.9731
N  3.9561  1.9725  0.6558
H  5.2883  3.4690  1.3019
H  7.0950  1.6849  1.0298
C  6.1393  -0.9284  0.1297
H  6.9078  -1.1752  0.8655
H  6.6032  -0.9444  -0.8630
C  4.9811  -1.9479  0.1899
N  3.8199  -1.5594  -0.5864
H  4.0931  -1.4687  -1.5600
H  4.6696  -2.0632  1.2310
H  5.3149  -2.9211  -0.1769
C  2.1963  -0.6105  1.0110
C  0.7952  -0.9641  0.5294
H  0.8462  -1.8535  -0.1117
H  0.1715  -1.2018  1.3940
H  2.1453  0.2697  1.6522
H  2.5844  -1.4420  1.5978
H  1.5166  1.8093  -0.1311
H  -1.9347  -0.7722  1.2629
H  -1.7961  -1.7245  -0.2278
C  -5.7263  -0.1106  0.1430
C  -6.6045  0.4566  1.0598
C  -7.8202  0.9925  0.6722
C  -8.1785  0.9531  -0.6631
C  -7.3210  0.3922  -1.5957
C  -6.1050  -0.1313  -1.1954
H  -5.4413  -0.5775  -1.9208
H  -7.6014  0.3622  -2.6376
H  -9.1273  1.3625  -0.9748
H  -8.4658  1.4295  1.4176
F  -6.2628  0.5292  2.3573

=====

Most stable of them? <b>.

=====

<a>
Entry from the OMol25 dataset: C2H2F3P in the gas phase (ωB97M-V with the def2-TZVPD basis set).

Computed properties:
orbital gap (alpha / beta): 7.486 / 8.901 eV
spin multiplicity: 1

CARTESIAN COORDINATES (ANGSTROEM)
C  0.9677  0.4253  -0.2397
C  -0.3477  0.1473  0.4503
F  1.0895  0.3322  -1.5818
F  -1.3085  1.0179  -0.0094
F  -0.2692  0.4695  1.7851
P  -1.1305  -1.6000  0.4110
H  1.8149  0.8754  0.2898
H  -0.8163  -1.6676  -1.1053

=====

<b>
Entry from the OMol25 dataset: C2H2F3P in the gas phase (ωB97M-V with the def2-TZVPD basis set).

Computed properties:
SMILES: C=PC(F)(F)F
orbital gap: 10.335 eV
spin multiplicity: 1

CARTESIAN COORDINATES (ANGSTROEM)
C  -1.5271  -0.3537  -0.0287
C  1.1102  0.1252  -0.0514
F  1.5138  0.8834  1.2493
F  0.8003  1.1272  -0.8168
F  2.2159  -0.5247  -0.4127
P  -0.2388  -1.2529  0.4584
H  -2.6108  -0.6575  0.0415
H  -1.2634  0.6531  -0.4396

=====

Most stable of them? <b>.